No. 1
Molecular formula: C4H8N2O
Method: DFT, ωB97M-V/def2-TZVPD

```
! RIJCOSX wB97M-V def2-TZVPD def2/J DEFGRID3
* xyz 0 1
C 0.42 -1.15 0.03
C -0.91 -1.22 -0.16
C 1.23 -0.07 0.07
C 0.85 1.26 -0.40
N -1.76 -0.23 0.06
N -1.55 0.94 0.66
O 2.56 -0.19 0.37
H 1.00 -1.96 0.35
H -1.32 -2.14 -0.29
H 0.13 1.04 -1.31
H 1.55 1.89 -0.80
H 0.24 1.81 0.36
H -2.77 -0.41 -0.10
H -2.37 1.49 0.53
H 2.70 -1.07 0.65
*
```

Values from the calculation:
- HOMO energy (spin up / spin down): -6.961 / -6.964 eV
- HOMO-LUMO gap (spin up / spin down): 7.745 / 7.748 eV


No. 2
Molecular formula: C3H5NS3
Method: DFT, ωB97M-V/def2-TZVPD

```
! RIJCOSX wB97M-V def2-TZVPD def2/J DEFGRID3
* xyz 0 1
C 0.21 0.68 0.57
C -1.31 0.95 0.19
C -0.26 -1.17 -0.96
H 2.45 -1.38 0.98
H 0.64 1.67 0.62
H 0.15 0.07 1.64
H -1.45 1.70 -0.61
H -1.78 1.42 0.95
N 0.74 -0.30 -0.40
S 2.45 -0.58 -0.61
S -1.70 -0.74 -0.23
S -0.16 -2.30 -2.16
*
```

Values from the calculation:
- HOMO energy: -8.526 eV
- HOMO-LUMO gap: 8.041 eV


No. 3
Molecular formula: C5H4
Method: DFT, ωB97M-V/def2-TZVPD

```
! RIJCOSX wB97M-V def2-TZVPD def2/J DEFGRID3
* xyz 0 1
C -0.99 0.10 -0.50
C 0.03 1.64 -1.29
C 1.06 0.18 0.22
C 0.35 0.21 -1.10
C -0.05 1.21 0.07
H -1.84 0.25 -1.14
H -1.03 -0.73 0.30
H 2.08 0.42 0.40
H 0.78 -0.52 0.92
*
```

Values from the calculation:
- HOMO energy: -9.424 eV
- HOMO-LUMO gap: 9.237 eV


No. 4
Molecular formula: C10H6B11Br6Cl5S5Sn
Method: DFT, ωB97M-V/def2-TZVPD

```
! RIJCOSX wB97M-V def2-TZVPD def2/J DEFGRID3
* xyz 0 1
Sn 0.75 2.07 -0.83
S -0.56 -1.63 -8.04
C 0.19 -1.21 -6.66
S 0.66 0.44 -6.30
C 1.37 0.05 -4.78
C 1.35 -1.23 -4.38
S 2.15 -1.17 -2.81
S 0.62 -2.39 -5.42
S 2.18 0.85 -3.44
Br 3.27 -0.14 0.47
B 2.00 -0.87 1.77
B 2.41 -2.20 2.85
C 1.43 -1.92 4.21
B 2.14 -0.56 3.50
B 0.50 -0.51 4.20
B -0.24 -2.11 3.98
B 0.93 -3.15 3.15
B 1.25 -2.48 1.54
Br 1.67 -3.60 0.01
B -0.40 -2.42 2.24
Br -1.86 -3.46 1.48
B -0.68 -0.78 2.90
Br -2.43 0.07 2.89
B 0.81 0.17 2.61
Br 0.68 2.10 2.26
B 0.27 -1.01 1.41
Br -0.50 -0.42 -0.32
H 3.47 -2.70 2.95
H 1.82 -2.24 5.17
H 3.02 0.02 4.02
H 0.30 0.11 5.19
H -0.92 -2.56 4.82
H 1.02 -4.28 3.44
Cl -0.59 4.72 0.09
C -1.61 3.99 -1.13
C -1.22 2.76 -1.62
C -2.02 2.20 -2.61
Cl -1.57 0.69 -3.31
C -3.17 2.84 -3.08
Cl -4.14 2.13 -4.30
C -3.53 4.08 -2.54
Cl -4.93 4.88 -3.11
C -2.74 4.67 -1.56
Cl -3.16 6.20 -0.90
*
```

Values from the calculation:
- HOMO energy: -8.476 eV
- HOMO-LUMO gap: 7.107 eV


What energy relative to the best compared isomer or geometry (same formula, charge and spin) values result from the calculations? In sequence: 4.6829; 2.5131; 4.1420; 0.0000 eV.
What energy values result from the calculations? In sequence: -341.83155; -1366.52157; -192.64192; -20608.74406 Eh.